1.
A 9-piece molecular cluster, C44H100O27 overall, computed with ωB97M-V/def2-TZVPD.

```
! RIJCOSX wB97M-V def2-TZVPD def2/J DEFGRID3
* xyz -2 1
O -0.46768 0.71680 0.64452
C 0.60064 0.50278 -0.19941
O 0.70305 -0.59614 -0.78213
O 1.39366 1.46065 -0.37292
H -0.22805 1.58381 1.01197
O 2.80274 2.69076 1.80100
C 3.59676 1.69711 2.34704
O 4.12313 1.89839 3.47177
O 3.80202 0.64887 1.67676
H 2.48101 2.36473 0.92580
C -4.98950 0.67313 -1.93892
O -3.77091 0.46360 -1.25720
C -2.59495 0.32162 -2.06575
C -2.67627 -0.67778 -3.20673
O -3.59667 -0.20615 -4.17181
C -4.06909 -1.07173 -5.17085
C -3.12819 -1.13552 -6.38714
O -1.80326 -1.28828 -5.97371
C -0.82068 -0.96642 -6.90900
H -4.98893 1.38965 -2.76094
H -5.66881 1.03251 -1.15860
H -5.41217 -0.27366 -2.29225
H -1.83279 -0.03428 -1.36859
H -2.31553 1.32788 -2.39772
H -2.95185 -1.64934 -2.76633
H -1.68905 -0.87099 -3.62999
H -5.00011 -0.60512 -5.50449
H -4.32207 -2.06773 -4.78748
H -3.41309 -0.27203 -6.99522
H -3.38767 -2.04749 -6.94300
H -0.75932 0.09377 -7.16169
H -0.84329 -1.57429 -7.82498
H 0.15386 -1.25617 -6.51036
C 5.17270 -5.20008 3.82399
O 3.99035 -4.46299 4.01084
C 2.86703 -5.20788 3.59185
C 1.57762 -4.55639 4.04360
O 1.58429 -3.24403 3.55248
C 0.31117 -2.63176 3.61729
C 0.21896 -1.25984 2.99244
O 1.03018 -0.41784 3.79709
C 0.67260 0.95568 3.71265
H 5.28290 -5.36851 2.74741
H 5.18728 -6.16987 4.34469
H 6.00768 -4.65899 4.26592
H 2.93754 -6.20247 4.06042
H 2.88973 -5.32703 2.50120
H 1.51033 -4.57044 5.13808
H 0.74250 -5.11665 3.60284
H 0.05653 -2.51976 4.68154
H -0.44683 -3.30225 3.18239
H -0.83892 -0.96851 3.02822
H 0.55968 -1.24401 1.95315
H 0.82398 1.32650 2.70104
H 1.34568 1.52393 4.34936
H -0.37795 1.09709 3.98735
C -2.82184 3.53366 2.47462
O -2.61786 2.18363 2.78703
C -3.25710 1.28407 1.89402
C -4.73429 1.06900 2.15597
O -4.89965 0.02736 3.12092
C -6.14995 0.05043 3.76269
C -7.27246 -0.51637 2.92349
O -7.65049 0.32861 1.83403
C -7.96326 -0.41882 0.67159
H -2.40791 4.12602 3.29403
H -3.86666 3.83614 2.34995
H -2.23031 3.83067 1.59982
H -2.65247 0.38021 1.96533
H -3.10571 1.59456 0.85515
H -5.24404 0.83685 1.21957
H -5.15107 1.98743 2.58393
H -6.40149 1.05450 4.12443
H -6.10169 -0.59725 4.64173
H -8.17985 -0.58991 3.54133
H -7.00606 -1.53802 2.63706
H -8.50481 0.26273 0.00869
H -8.58562 -1.29319 0.86201
H -7.04348 -0.63034 0.11594
C 6.90024 -1.80196 -3.40902
O 5.81478 -0.90326 -3.49495
C 5.11056 -0.99404 -4.70229
C 4.04974 -2.08407 -4.74877
O 3.44913 -2.14211 -3.48664
C 2.38881 -3.03849 -3.39501
C 1.75840 -2.87679 -2.01154
O 2.78119 -2.79803 -1.06655
C 2.32577 -2.71727 0.25481
H 6.50696 -2.81210 -3.25872
H 7.49766 -1.50181 -2.55264
H 7.51113 -1.78661 -4.31922
H 5.82078 -1.17126 -5.52628
H 4.71561 0.00321 -4.89195
H 4.52295 -3.06123 -4.96198
H 3.37633 -1.96341 -5.61134
H 2.67154 -4.09108 -3.57562
H 1.62228 -2.92403 -4.17834
H 1.11195 -3.73127 -1.76302
H 1.18242 -1.94247 -2.04631
H 3.16401 -2.72702 0.94507
H 1.59410 -3.50459 0.49909
H 1.78294 -1.77919 0.42732
C -2.02067 -2.33845 0.46450
O -3.10851 -3.10444 0.91985
C -4.32062 -2.43590 0.63779
C -5.50782 -3.28145 1.03177
O -5.66109 -3.55015 2.39910
C -4.91076 -4.65747 2.85308
C -5.17662 -4.79290 4.32432
O -4.45969 -5.88823 4.84259
C -4.56646 -6.06300 6.23542
H -1.03929 -2.74354 0.71308
H -1.98677 -1.33831 0.91290
H -1.99123 -2.16451 -0.61721
H -4.46632 -2.21011 -0.42638
H -4.33625 -1.51302 1.22663
H -5.61741 -4.16180 0.38250
H -6.38184 -2.71550 0.68233
H -3.84555 -4.49779 2.66981
H -5.17549 -5.58475 2.32852
H -6.26114 -4.79050 4.49838
H -4.81502 -3.88273 4.82178
H -5.09164 -7.00147 6.42682
H -5.05539 -5.22658 6.74254
H -3.56280 -6.11280 6.66625
C 2.48732 7.84831 3.04404
O 3.70641 8.40594 2.59970
C 3.76992 8.53896 1.18829
C 3.92327 7.17948 0.48112
O 2.65898 6.58343 0.33670
C 2.74484 5.33224 -0.32888
C 1.39136 4.74398 -0.59744
O 0.66649 5.52724 -1.55376
C -0.60466 4.94506 -1.77362
H 2.42781 6.78925 2.80204
H 1.57861 8.39476 2.76735
H 2.49401 7.95861 4.13391
H 4.65178 9.12151 0.92957
H 2.84536 8.99216 0.82424
H 4.69882 6.54306 0.92531
H 4.36305 7.34813 -0.51601
H 3.24717 4.65484 0.37179
H 3.25174 5.34405 -1.30110
H 0.76559 4.69978 0.29952
H 1.55064 3.72627 -0.97237
H -0.52262 3.92133 -2.14830
H -1.06657 5.56286 -2.54406
H -1.20590 4.96699 -0.86050
C 6.67653 0.36308 0.44431
O 6.00396 0.91741 -0.66143
C 5.63692 2.25689 -0.44443
C 5.34903 2.95461 -1.77271
O 4.29584 2.23528 -2.37021
C 3.63015 2.90408 -3.39819
C 2.27216 2.27585 -3.57229
O 2.37891 0.86993 -3.76745
C 1.13149 0.30525 -4.06462
H 5.95955 -0.01919 1.17726
H 7.41873 1.00892 0.92698
H 7.22333 -0.50264 0.05638
H 6.39127 2.79870 0.13440
H 4.64608 2.27431 0.02945
H 6.17889 2.91879 -2.49662
H 5.04586 3.98305 -1.54163
H 4.23984 2.84554 -4.31404
H 3.35516 3.95139 -3.19236
H 1.66537 2.70056 -4.38481
H 1.69891 2.37047 -2.63853
H 0.40244 0.49363 -3.27311
H 1.28921 -0.76747 -4.21717
H 0.80211 0.58872 -5.08000
*
```

Summary:
HOMO-LUMO gap = 4.824 eV
E_HOMO = -0.05239 hartree
LUMO energy = 3.4 eV

Here are the Mulliken charges for atoms 1 to 2, given in e:
1. O 0.502
2. C -0.450

***

2.
An isolated molecule of C8H14N2O3, computed with ωB97M-V/def2-TZVPD.

```
! RIJCOSX wB97M-V def2-TZVPD def2/J DEFGRID3
* xyz 0 1
C 1.22841 1.21264 -2.14178
C 0.61116 1.21226 -0.96478
C 0.34493 2.53420 -0.13779
C -0.00760 -0.11283 -0.47668
C 0.61169 -1.40854 -1.26284
C -1.40936 -0.11727 -1.11268
C -0.14519 -0.64792 0.98857
C -1.40302 -0.56684 1.70807
N -1.85153 -1.53960 2.50674
O -2.00128 0.46712 1.56226
N 0.96451 -0.89005 1.58536
O 1.13850 -1.19079 2.75900
O 2.11216 -0.83389 0.80159
H 1.69228 0.43772 -2.74198
H 1.58519 2.21943 -2.54024
H 0.19283 3.37147 -0.75912
H 1.15338 2.82144 0.55522
H -0.65641 2.38782 0.38453
H 0.14859 -1.47294 -2.22939
H 0.33444 -2.20832 -0.63008
H 1.77070 -1.23684 -1.39108
H -2.10882 -0.95878 -0.88070
H -1.42184 0.02000 -2.15138
H -1.94885 0.83122 -0.85297
H -1.16715 -1.91246 3.11607
H -2.73295 -1.45958 3.07459
H 2.96524 -0.95868 1.23147
*
```

Summary:
HOMO-LUMO gap = 9.518 eV
E_HOMO = -0.33121 hartree
LUMO energy = 0.5 eV

Here are the Mulliken charges for atoms 1 to 2, given in e:
1. C -1.252
2. C 0.753

***

3.
C17H17ClN2O5Ti as an isolated structure, computed with ωB97M-V/def2-TZVPD.

```
! RIJCOSX wB97M-V def2-TZVPD def2/J DEFGRID3
* xyz 0 1
Ti -0.04058 0.60142 0.49188
O 2.78760 0.48987 3.65654
C 2.09547 0.51084 2.52352
O 0.87566 0.70059 2.51178
C 2.78656 0.31284 1.26458
C 4.11528 0.14314 1.08667
C 4.62308 0.00644 -0.25547
C 3.75836 0.07790 -1.30038
C 2.36456 0.26405 -1.09017
N 1.86873 0.35021 0.23376
C 1.31862 0.34475 -1.96102
O 1.33619 0.26650 -3.31129
O 0.13574 0.50653 -1.42765
H 2.16225 0.63265 4.38222
H 4.77637 0.12179 1.94144
H 5.68096 -0.13518 -0.42006
H 4.13781 -0.00347 -2.31334
H 2.22386 0.03241 -3.60260
N -3.74694 2.50472 -0.15913
C -2.46705 2.17988 0.04270
O -2.15420 1.00512 0.29678
C -1.38913 3.22112 -0.03222
C -0.22648 2.72721 0.82482
H -4.43853 1.77359 -0.17074
H -4.01491 3.44551 -0.38253
H -1.79453 4.20568 0.22787
H -1.09634 3.26734 -1.08733
H -0.43222 2.91311 1.88370
H 0.70428 3.23771 0.56956
Cl 0.97600 -2.94579 -0.54693
C -0.76427 -2.82827 -0.62688
C -1.41264 -3.53065 -1.62829
C -2.79242 -3.46564 -1.73137
C -3.50323 -2.69962 -0.81700
C -2.83733 -2.00666 0.17765
C -1.44205 -2.04025 0.30957
C -0.75351 -1.24892 1.34869
H -0.82829 -4.12141 -2.32066
H -3.30404 -4.01139 -2.51291
H -4.58337 -2.64780 -0.87757
H -3.39799 -1.41127 0.88772
H 0.12734 -1.75148 1.74935
H -1.43466 -0.99512 2.16478
*
```

Summary:
HOMO-LUMO gap (spin up / spin down) = 5.752 / 5.752 eV
E_HOMO (spin up / spin down) = -0.21695 / -0.21693 hartree
LUMO energy (spin up / spin down) = -0.2 / -0.2 eV

Here are the Mulliken charges for atoms 1 to 2, given in e:
1. Ti -0.151
2. O -0.483

***

4.
C4H8O2 as an isolated structure, computed with ωB97M-V/def2-TZVPD.

```
! RIJCOSX wB97M-V def2-TZVPD def2/J DEFGRID3
* xyz 0 1
O 1.56160 1.28339 -0.79959
C 0.68602 1.40538 0.29489
C 0.11037 0.06246 0.68336
C -0.99015 -0.19933 -0.30282
C -0.52312 -1.67076 -0.18797
O 0.75238 -1.18376 0.32371
H 1.65126 0.33883 -1.01157
H 1.17001 1.99175 1.07229
H -0.28716 1.93533 0.07651
H -0.19518 0.03516 1.73831
H -1.87657 0.39141 -0.04983
H -0.65441 0.15571 -1.28185
H -0.37371 -2.24765 -1.11079
H -1.03133 -2.29790 0.55536
*
```

Summary:
HOMO-LUMO gap = 11.070 eV
E_HOMO = -0.36882 hartree
LUMO energy = 1.0 eV

Here are the Mulliken charges for atoms 1 to 2, given in e:
1. O -0.512
2. C -0.460

***

5.
An isolated molecule of C19H20N2O4, computed with ωB97M-V/def2-TZVPD.

```
! RIJCOSX wB97M-V def2-TZVPD def2/J DEFGRID3
* xyz 0 1
C -3.09932 3.11388 3.02005
C -2.05316 2.30462 3.72544
C -0.81417 2.12175 2.79992
C -0.79169 0.97466 1.91704
C 0.22122 0.86797 0.93836
C 0.36743 -0.28613 -0.04687
O 1.41440 -1.03736 0.51020
C -0.82443 -1.20509 -0.23395
N -0.58681 -2.08851 -1.40081
C 0.25349 -3.16962 -1.33021
O 0.92480 -3.41772 -0.37731
C 0.15817 -3.75124 -2.67902
C 0.89632 -4.83426 -3.10613
C 1.04333 -5.09439 -4.50695
C 0.26076 -4.35893 -5.34035
C -0.52689 -3.31732 -4.91893
C -0.61552 -2.91125 -3.52046
C -1.17877 -1.97232 -2.63297
O -2.20268 -1.37113 -2.80140
C 1.20672 1.84930 0.92876
O 2.29601 1.65450 0.11695
C 3.34758 2.68773 -0.00456
N 1.28617 2.78152 1.83392
C 0.34010 3.03011 2.78906
C 0.51017 4.20135 3.66067
H -3.94248 3.20661 3.65880
H -3.44887 2.49533 2.14835
H -2.81756 4.08702 2.57192
H -2.49352 1.30253 3.91144
H -1.69676 2.73407 4.68291
H -1.50375 0.17617 2.04084
H 0.61839 0.04411 -1.06871
H 1.45551 -2.01970 0.41298
H -1.73908 -0.51327 -0.43300
H -1.01145 -1.89349 0.64038
H 1.57209 -5.40781 -2.47093
H 1.67580 -5.87175 -4.83325
H 0.21655 -4.52273 -6.51137
H -1.12761 -2.81667 -5.71412
H 4.10536 2.49897 0.82557
H 3.79783 2.49774 -0.93789
H 2.86226 3.67903 0.16270
H 0.84595 3.94144 4.69089
H 1.23583 4.82148 3.19075
H -0.43776 4.78882 3.69131
*
```

Summary:
HOMO-LUMO gap = 7.273 eV
E_HOMO = -0.29633 hartree
LUMO energy = -0.8 eV

Here are the Mulliken charges for atoms 1 to 2, given in e:
1. C -1.100
2. C -1.035